# 1
Below is a 10-piece molecular cluster, C82H132Cl2N12O4 overall in a non-equilibrium geometry, with properties calculated with ωB97M-V/def2-TZVPD.

HOMO energy ... -18.69 eV
Gap between HOMO and LUMO ... 3.53 eV

Structure (ORCA input):
```
! wB97M-V def2-TZVPD RIJCOSX def2/J DEFGRID3
* xyz 10 1
C -7.41118 12.82441 -6.44312
N -7.64658 11.38372 -6.07686
C -8.17506 11.00742 -4.89699
C -8.40655 9.67933 -4.64997
C -8.01339 8.63502 -5.45763
C -7.48544 9.02549 -6.68489
C -7.40076 10.38575 -6.95021
C -8.00542 7.24141 -4.98255
C -7.47071 7.06133 -3.68566
C -7.31528 5.74623 -3.25717
N -7.61836 4.71532 -3.99143
C -8.10628 4.88590 -5.25389
C -8.26504 6.11925 -5.76852
C -7.37764 3.31468 -3.43507
H -7.32093 13.41056 -5.50923
H -8.22277 13.09675 -7.10614
H -6.41264 12.89194 -6.90703
H -8.53350 11.72597 -4.13780
H -8.84935 9.47756 -3.69968
H -7.19510 8.35835 -7.50363
H -6.92037 10.70725 -7.89885
H -7.19157 7.91988 -3.07826
H -6.85685 5.56264 -2.30412
H -8.17747 3.96260 -5.83278
H -8.57955 6.19011 -6.83237
H -8.26943 3.04013 -2.89766
H -6.51527 3.42127 -2.76415
H -7.15369 2.68205 -4.30028
C -5.07449 -3.73708 10.54936
N -5.36776 -2.41915 11.15883
C -4.72727 -1.95923 12.23406
C -4.98588 -0.66863 12.69926
C -6.00021 0.10180 12.13536
C -6.74451 -0.50320 11.02944
C -6.35891 -1.74057 10.57600
C -6.24165 1.54823 12.54741
C -5.18177 2.36455 12.82778
C -5.35374 3.69263 13.13672
N -6.57421 4.26992 12.93923
C -7.61482 3.50038 12.61644
C -7.50496 2.17698 12.38018
C -6.65959 5.70284 13.21787
H -5.59580 -3.91025 9.60275
H -5.31804 -4.55183 11.21582
H -3.98753 -3.77880 10.35979
H -3.90966 -2.64721 12.54885
H -4.38531 -0.17196 13.47950
H -7.51601 -0.03078 10.41874
H -6.80590 -2.17453 9.69451
H -4.17200 1.98260 12.96429
H -4.51093 4.24978 13.50543
H -8.55340 4.07037 12.53832
H -8.41091 1.59277 12.22781
H -7.49351 6.22372 12.75050
H -5.76147 6.09279 12.77043
H -6.58201 5.94372 14.23593
C -10.40958 -11.21459 -8.48274
N -10.07381 -10.21934 -7.44030
C -10.06981 -8.84413 -7.64541
C -9.56913 -8.00150 -6.66853
C -9.19517 -8.50808 -5.41698
C -9.44957 -9.83021 -5.22417
C -9.79158 -10.69568 -6.21643
C -8.76188 -7.66504 -4.25261
C -7.54269 -6.97346 -4.24362
C -7.30552 -6.10267 -3.16379
N -8.11294 -6.01917 -2.12666
C -9.20928 -6.82537 -2.03565
C -9.59463 -7.60834 -3.07006
C -7.85499 -5.08162 -0.99893
H -10.33875 -10.64485 -9.44561
H -11.45586 -11.49284 -8.28474
H -9.66768 -12.03349 -8.42891
H -10.56247 -8.53341 -8.59906
H -9.65371 -6.91936 -6.83278
H -9.15483 -10.29058 -4.28629
H -9.80134 -11.74417 -6.07287
H -6.85628 -6.89235 -5.05194
H -6.52685 -5.41613 -3.18414
H -9.77046 -6.69281 -1.11315
H -10.52743 -8.13590 -3.06618
H -7.20248 -4.26534 -1.37646
H -7.44185 -5.66888 -0.19571
H -8.73083 -4.56605 -0.67950
C 6.99262 -14.42203 -2.44616
N 6.77493 -12.97808 -1.97994
C 7.44271 -11.96637 -2.62780
C 7.38486 -10.67561 -2.17615
C 6.59505 -10.37294 -1.06051
C 5.83841 -11.39296 -0.45640
C 5.94920 -12.68839 -0.97356
C 6.53534 -8.99324 -0.47320
C 5.49902 -8.07381 -0.74604
C 5.36716 -6.85812 -0.10901
N 6.27043 -6.46917 0.80685
C 7.25787 -7.33164 1.17757
C 7.38399 -8.59419 0.57802
C 5.96879 -5.19434 1.52886
H 7.43888 -14.39091 -3.44665
H 6.04257 -14.95359 -2.33549
H 7.70692 -14.87335 -1.77487
H 8.04957 -12.17126 -3.50997
H 8.01608 -9.94327 -2.68127
H 5.05980 -11.28599 0.33713
H 5.34389 -13.49581 -0.53834
H 4.74100 -8.37778 -1.46257
H 4.61153 -6.08082 -0.38713
H 7.91815 -6.90461 1.95208
H 8.24626 -9.19124 0.92355
H 6.80978 -4.53378 1.53443
H 5.71172 -5.47868 2.56494
H 4.99950 -4.87370 1.14882
C 5.00162 9.26873 -0.71216
C 6.06763 9.97551 -1.55815
N 5.55808 11.03665 -2.44577
C 4.91724 12.20899 -1.71703
C 6.73208 11.60428 -3.13970
C 6.55552 12.75512 -4.06495
C 4.55752 10.50610 -3.47504
C 4.98045 9.30590 -4.26347
O 5.01680 8.11362 -3.48502
C 5.01431 6.85106 -4.19215
H 4.55232 9.88829 0.05361
H 5.52277 8.41700 -0.23988
H 4.22006 8.79438 -1.31394
H 6.45651 9.22842 -2.27093
H 6.78385 10.39357 -0.88350
H 5.78962 12.77096 -1.34781
H 4.31173 11.81887 -0.91520
H 4.33689 12.84183 -2.31451
H 7.15922 10.75537 -3.67750
H 7.50112 11.83300 -2.41695
H 5.82640 12.59300 -4.85093
H 7.50693 12.80993 -4.55484
H 6.22316 13.75098 -3.72939
H 4.35851 11.35714 -4.13044
H 3.63055 10.33404 -2.86290
H 5.98777 9.37132 -4.83803
H 4.23650 9.20875 -5.04778
H 5.25420 6.09868 -3.42876
H 5.80388 6.88010 -4.96718
H 4.02836 6.64463 -4.53071
C 5.06682 5.17825 8.84059
C 5.87609 3.95124 8.63295
N 5.67912 3.11782 7.41589
C 6.66725 1.93600 7.57984
C 4.38290 2.51412 7.24817
C 3.78262 1.76984 8.43620
C 6.12274 3.79374 6.21036
C 5.58123 3.31727 4.89732
O 5.87200 2.00427 4.49249
C 7.14305 1.69796 3.97129
H 5.10810 5.94029 8.08108
H 5.41740 5.66658 9.76135
H 4.02249 5.00320 9.11146
H 5.68614 3.27161 9.46157
H 6.98486 4.09724 8.66037
H 6.53492 1.33343 6.68481
H 6.38320 1.40762 8.45745
H 7.63616 2.40762 7.57248
H 4.63771 1.84868 6.42241
H 3.78423 3.36649 7.00490
H 4.43752 0.90900 8.67861
H 2.82105 1.42178 8.00920
H 3.53310 2.35909 9.32276
H 7.19361 3.89917 6.14617
H 5.72506 4.83362 6.27321
H 5.98420 3.97093 4.09780
H 4.52585 3.47523 4.73101
H 7.14574 0.62908 3.80223
H 7.97651 1.85548 4.66223
H 7.38864 2.26050 3.05074
C 6.02806 -2.10907 -1.27661
C 5.10916 -0.92422 -1.35587
C 3.97704 -1.08391 -2.43153
C 2.85867 -0.04105 -2.28426
C 2.12447 -0.08225 -0.98416
C 2.99054 0.13285 0.19825
N 4.30237 -0.78220 0.02614
O 4.54334 -1.42665 0.83759
C 2.17954 -0.38110 1.50429
C 3.51244 1.50322 0.41603
C 6.02821 0.24968 -1.55118
H 6.51654 -2.21117 -2.26315
H 5.32911 -2.95952 -1.13512
H 6.79453 -2.15225 -0.46843
H 3.58681 -2.07305 -2.38841
H 4.57748 -1.00411 -3.35044
H 2.14311 -0.24915 -3.03855
H 3.21822 0.91465 -2.63168
H 1.78194 -1.13394 -0.90285
H 1.27852 0.59884 -0.99260
H 2.74865 -0.21016 2.43030
H 1.81495 -1.39222 1.32149
H 1.35358 0.30533 1.52034
H 2.66094 2.08262 0.71891
H 3.91919 1.99382 -0.49054
H 4.23069 1.61148 1.26093
H 6.46342 0.66648 -0.67743
H 5.60281 1.09871 -2.07301
H 6.87346 -0.07485 -2.17609
C -0.62719 -3.26244 -3.27635
C -0.22532 -4.68777 -3.68667
C -1.28739 -5.35907 -4.57348
C -1.27422 -4.85099 -6.02279
C 0.17010 -5.05771 -6.61474
C 1.23728 -4.43541 -5.85386
N 1.04514 -4.73358 -4.43668
O 2.08639 -4.88683 -3.67265
C 1.32603 -2.90199 -5.97426
C 2.64173 -5.05904 -6.24149
C -0.00192 -5.46073 -2.39094
H -1.66034 -3.49181 -2.83247
H -0.81521 -2.51995 -4.06745
H 0.14573 -2.85060 -2.57003
H -2.28091 -5.30917 -4.13229
H -1.10761 -6.46556 -4.57504
H -1.50952 -3.77167 -5.99552
H -2.02733 -5.30438 -6.61475
H 0.35490 -4.87548 -7.66903
H 0.27224 -6.12950 -6.50510
H 0.36494 -2.34619 -6.01306
H 1.90612 -2.65379 -6.91741
H 2.10808 -2.42403 -5.31149
H 3.46027 -4.64661 -5.63399
H 2.76407 -4.93396 -7.28841
H 2.77395 -6.14261 -5.98624
H 0.77536 -5.01944 -1.77172
H 0.22310 -6.55181 -2.43642
H -0.93858 -5.42619 -1.82285
Cl -5.54695 -2.35783 -2.70049
Cl 3.07119 -3.84526 -0.38929
*
```

# 2
Below is a 2-piece molecular cluster, CH2N2P2 overall in a non-equilibrium geometry, with properties calculated with ωB97M-V/def2-TZVPD.

HOMO energy (spin up / spin down) ... -7.46 / -7.46 eV
ΔE to the lowest compared entry with this formula, charge and spin ... 2.858 eV
Gap between HOMO and LUMO (spin up / spin down) ... 6.54 / 6.52 eV

Structure (ORCA input):
```
! wB97M-V def2-TZVPD RIJCOSX def2/J DEFGRID3
* xyz 0 1
C 2.30439 0.03916 -0.00690
N 2.49399 -0.99803 -0.44608
N -2.63293 0.76764 -0.05872
P -2.26321 2.05272 0.64300
P -2.83226 -0.75042 -0.50970
H -3.71559 -0.96516 0.59960
H 2.03031 0.95546 0.53067
*
```

Question: Number 1 is which compound?
Answer: C82H132Cl2N12O4